# 1
ORCA calculation (the ωB97M-V functional and the def2-TZVPD basis) on a gas-phase ion, C8H9I2N2 (charge +1) at a distorted geometry.

```
! RIJCOSX wB97M-V def2-TZVPD def2/J DEFGRID3
* xyz 1 1
C -1.67893 0.73215 1.12131
C 0.24574 1.17519 -0.19261
C -2.07757 2.01361 0.90480
C -0.13295 2.50984 -0.22590
C -0.51502 0.21535 0.43370
C 0.42585 -3.15222 -1.46245
C 1.32169 -2.70678 -0.59396
C 1.11342 -1.59554 0.33326
N -1.36850 2.89354 0.22484
N -0.12772 -1.05576 0.52726
I 2.64963 -0.81511 1.40566
I 3.80134 1.10360 -0.66614
H -2.38946 0.20980 1.74545
H 1.25139 0.81926 -0.50015
H -2.93891 2.43596 1.24741
H 0.63295 3.05427 -0.90377
H 0.73749 -3.93166 -2.15019
H -0.57210 -2.75844 -1.65831
H 2.35761 -3.19820 -0.45081
H -1.85416 3.71889 -0.03244
H -0.88179 -1.66776 0.89302
*
```

E_tot	-1014.8022	Ha
energy relative to the best compared isomer or geometry (same formula, charge and spin)	0.00	kJ/mol
HOMO-LUMO gap (alpha / beta)	6.8 / 6.4	eV



# 2
ORCA calculation (the ωB97M-V functional and the def2-TZVPD basis) on 2 unconnected molecules or ions with the total composition C5H9NO at a distorted geometry.

```
! RIJCOSX wB97M-V def2-TZVPD def2/J DEFGRID3
* xyz 0 1
C 1.63628 -0.23179 1.53300
C 1.15466 -0.06053 0.31921
N 0.29106 -0.07311 -0.61589
C -1.08266 0.12230 -0.52538
C -1.80472 0.19452 -1.64714
C -1.68396 0.21132 0.85039
H 1.20762 -0.95872 2.20145
H 2.49735 0.31698 1.87358
H -2.86850 0.36484 -1.61595
H -1.34450 0.06422 -2.61473
H -2.75816 0.37089 0.79047
H -1.49791 -0.70692 1.41074
H -1.24186 1.03987 1.40653
O 2.66644 0.07699 -0.95723
H 3.04163 -0.81172 -0.90296
H 1.78723 0.08086 -1.50610
*
```

structure (SMILES)	C=C=NC(=C)C.O
E_tot	-325.7893	Ha
energy relative to the best compared isomer or geometry (same formula, charge and spin)	389.16	kJ/mol
HOMO-LUMO gap	8.7	eV



Q: E_tot of number 2 (C5H9NO)?
A: -325.7893 Ha



Q: Among the records above, which one has the lowest energy relative to the best compared isomer or geometry (same formula, charge and spin)?
A: C8H9I2N2